w:
17
Properties=species:S:1:pos:R:3:mulliken_spin:R:1 method="wB97M-V/def2-TZVPD" multiplicity=2 e_homo_ev="-3.26 / -7.77" gap_ha="0.14619 / 0.30187"
C -1.05343 -1.61849 -0.70671 0.0606
C -0.69736 -0.21616 -0.34852 0.6915
C -0.55469 0.89639 -1.15798 0.1022
N -0.72129 0.82991 -2.58102 0.0025
N 0.05083 -0.08527 0.94062 0.4618
H -0.22387 -2.33123 -0.64810 -0.0864
H -1.87553 -1.97806 -0.08480 -0.0230
H -1.40916 -1.63785 -1.73804 -0.0053
H -0.07532 1.76844 -0.70046 -0.0545
H -1.66616 1.07086 -2.88167 0.0161
H -0.08058 1.43776 -3.06678 0.0046
H -0.39340 0.63710 1.49224 -0.1266
H 0.07152 -0.95200 1.48215 -0.1213
H 1.05918 0.21471 0.78105 -0.0299
H 3.07635 0.65093 3.05478 -0.0526
H 2.05266 -0.19376 3.82888 -0.0504
O 2.23794 0.18720 2.96409 0.2108


x:
17
Properties=species:S:1:pos:R:3:mulliken_spin:R:1 method="wB97M-V/def2-TZVPD" multiplicity=2 e_homo_ev="-4.45 / -8.05" gap_ha="0.18439 / 0.31622"
C 1.23862 -1.91999 -0.81802 0.0265
C 1.36591 -0.38490 -0.91889 0.0381
N -2.07404 0.91646 -0.25631 0.1202
C -1.12418 -0.01086 -0.66513 0.7037
N 0.13535 0.12020 -0.18350 0.1162
H 1.44684 -2.27466 0.18799 -0.0064
H 0.27176 -2.25196 -1.18782 -0.0029
H 1.90175 -2.33453 -1.57769 -0.0029
H 2.17176 0.06576 -0.36542 0.0067
H 1.18054 -0.04671 -1.95020 -0.0394
H -1.79419 1.70190 0.30649 -0.0046
H -3.03343 0.69418 -0.44001 -0.0275
H -1.31216 -0.58324 -1.58645 0.0493
H 0.18890 0.05379 0.86154 0.0164
H 0.08686 1.00228 3.17089 0.0002
H 1.13910 1.58136 2.28886 0.0004
O 0.28114 1.14279 2.23345 0.0060


x is preferred energetically. Next in line: 146.6 kJ/mol higher.


w:
14
Properties=species:S:1:pos:R:3:mulliken_charge:R:1 method="wB97M-V/def2-TZVPD" total_charge=+1 smiles="N/C([NH3+])=N/N(S)S" multiplicity=1 e_homo_ev=-12.55 gap_ha=0.32772
C -0.04883 0.61751 -0.44717 0.4188
N -0.29774 1.00250 0.69770 -0.2584
N 0.64058 1.33403 -1.37809 -0.4865
N -0.33507 -0.69884 -1.06175 -0.2390
N -0.84028 0.43429 1.73225 0.0269
S -1.65035 1.37462 2.87811 -0.0462
S -1.14671 -1.29651 1.80821 -0.2222
H 0.14378 1.58292 -2.24205 0.2187
H 1.35189 2.01722 -1.11441 0.2280
H -1.31904 -0.68395 -1.32219 0.3246
H 0.18685 -0.90644 -1.89290 0.3678
H -0.12932 -1.35867 -0.35520 0.2751
H -0.76584 0.86214 3.94721 0.1728
H -0.14212 -1.57351 2.67517 0.2197


x:
14
Properties=species:S:1:pos:R:3:mulliken_charge:R:1 method="wB97M-V/def2-TZVPD" total_charge=+1 multiplicity=1 e_homo_ev=-12.67 gap_ha=0.27714
C -0.42742 0.78350 -0.79398 0.6407
N -1.07321 -0.35137 -0.50184 0.0499
N -1.01249 1.96129 -0.42103 -0.3516
N 0.56902 0.79824 -1.63039 -0.3034
N -1.71807 -0.99689 0.31287 -0.2127
S 3.18057 -1.40737 1.02063 -0.3034
S -1.70456 -0.97274 1.90857 0.0292
H -1.43085 2.00537 0.50681 0.2138
H -0.93290 2.85817 -0.93185 0.2296
H 1.09393 -0.01199 -1.99261 0.2580
H 0.67800 1.61773 -2.10311 0.1844
H 2.01239 -1.30953 1.62495 0.1166
H 3.25410 -2.82741 0.93240 0.1904
H -2.48853 -2.14701 2.06857 0.2585


x is preferred energetically. Next in line: 30.9 kJ/mol higher.


w:
12
Properties=species:S:1:pos:R:3:mulliken_charge:R:1 method="wB97M-V/def2-TZVPD" total_charge=+1 multiplicity=1 e_homo_ev=-15.28 gap_ha=0.36392
C 3.11698 -0.33070 -0.03527 0.4332
C -1.48346 0.53436 0.04023 0.4787
C 1.98774 -1.07795 0.17800 -0.2502
C -2.84569 1.04417 -0.08018 -0.8673
N -0.54413 0.04731 -0.41611 -0.4406
S 4.33881 0.52368 -0.17195 -0.1466
H 0.83362 -0.65120 0.12439 0.3005
H 1.90346 -1.55810 1.19592 0.3358
H 2.22566 -1.89750 -0.60740 0.2790
H -3.37878 1.04046 0.86812 0.3054
H -3.19246 0.23398 -0.72030 0.2495
H -2.96174 2.09148 -0.37545 0.3225


x:
12
Properties=species:S:1:pos:R:3:mulliken_charge:R:1 method="wB97M-V/def2-TZVPD" total_charge=+1 smiles="C1=C[N@H+]2C[C@H]2S1" multiplicity=1 e_homo_ev="-12.89 / -12.89" gap_ha="0.30918 / 0.30913"
C -0.16660 1.29601 -0.23353 -0.4722
C -1.68842 1.20021 0.27994 -0.1942
C 0.44882 -1.02889 0.49500 -0.4385
C -0.60513 -1.02259 -0.52698 -0.0033
N 0.36675 0.05732 -0.49538 -0.0232
S -2.21529 -0.35666 -0.05415 -0.0292
H 0.45539 2.06264 -0.17749 0.4704
H -2.28186 2.09521 0.61295 0.3750
H 0.14892 -0.62110 1.48246 0.3014
H 1.31038 -1.83490 0.26665 0.2884
H -0.64810 -1.80962 -1.30008 0.3589
H 1.18654 0.10574 -1.16237 0.3666


w is preferred energetically. Next in line: 108.9 kJ/mol higher.


w:
16
Properties=species:S:1:pos:R:3:mulliken_spin:R:1 method="wB97M-V/def2-TZVPD" total_charge=+1 multiplicity=3 e_homo_ev="-10.00 / -14.10" gap_ha="0.20570 / 0.30234"
C -1.86931 -0.00640 0.95881 0.1838
C -0.79233 1.76397 -0.33842 0.6268
C 1.10825 -1.69458 0.35684 0.7637
N -1.41898 1.14494 0.54676 -0.0212
N -0.99822 -1.08983 1.13872 0.1624
N -0.15473 2.86866 -0.70151 -0.0091
N 0.34297 -0.86368 1.07199 0.2130
H -2.80863 0.14810 1.36053 0.0034
H 0.28022 0.20732 -1.70209 0.0129
H 0.70438 -0.33159 -2.06519 0.0090
H 2.09849 -1.57881 0.45169 0.0382
H 0.78212 -2.53935 -0.32424 0.0066
H -1.38369 -1.88959 0.67894 -0.0050
H -0.07115 3.59342 0.00247 0.0276
H 0.07200 3.13818 -1.63054 0.0072
H 0.77267 -0.04216 1.55571 -0.0194


x:
16
Properties=species:S:1:pos:R:3:mulliken_spin:R:1 method="wB97M-V/def2-TZVPD" total_charge=+1 multiplicity=3 e_homo_ev="-9.72 / -14.13" gap_ha="0.25109 / 0.24919"
C -1.97018 -0.16771 0.76017 0.3571
C -1.13501 0.85340 0.41130 -0.1003
C -0.73098 -0.77063 -0.97665 0.7877
N -1.69354 -1.23961 -0.15883 0.1743
N -0.33821 0.47114 -0.68728 0.3943
N 2.04850 -0.05130 0.81360 0.0144
N 0.57587 1.22538 -1.30778 0.3528
H -2.85323 -0.08072 1.48701 -0.0015
H -0.70656 1.75062 0.86314 0.0033
H -2.02856 -2.22318 -0.09499 -0.0136
H -0.21102 -1.34581 -1.63635 0.0296
H 2.08296 -1.11606 0.84474 -0.0073
H 3.08076 0.10888 0.85342 0.0012
H 1.52079 0.27354 1.61190 -0.0016
H 1.08399 0.68076 -1.98441 -0.0017
H 1.27441 1.63133 -0.79899 0.0113


x is preferred energetically. Next in line: 122.2 kJ/mol higher.


w:
20
Properties=species:S:1:pos:R:3:mulliken_charge:R:1 method="wB97M-V/def2-TZVPD" smiles=CCNCCCS multiplicity=1 e_homo_ev=-8.92 gap_ha=0.36050
C 1.06484 -0.37970 1.75920 -0.6618
C 0.94893 -1.79131 1.19495 -0.7273
S 1.87640 -2.05200 -0.36332 -0.2145
C 0.50715 0.70312 0.79633 -0.6919
N -0.68205 0.25121 0.05659 -0.3593
C -1.11882 1.25292 -0.90556 -0.3613
C -1.96381 0.63659 -1.98710 -1.3027
H 0.49329 -0.31082 2.64770 0.3972
H 2.10196 -0.06111 1.87970 0.3443
H -0.07431 -1.87617 0.85114 0.4259
H 1.28963 -2.49671 1.94082 0.3718
H 2.79959 -1.08995 -0.21722 0.0989
H 1.30529 0.91977 0.07935 0.3275
H 0.22623 1.65232 1.25363 0.4207
H -0.38684 -0.54383 -0.50728 0.2018
H -0.26808 1.75184 -1.39554 0.3209
H -1.63118 2.06974 -0.40460 0.3563
H -2.77419 0.06563 -1.52376 0.3174
H -1.38817 -0.10553 -2.49852 0.3524
H -2.32587 1.40399 -2.65651 0.3835


x:
20
Properties=species:S:1:pos:R:3:mulliken_charge:R:1 method="wB97M-V/def2-TZVPD" smiles="C=C(C)C.CSN" multiplicity=1 e_homo_ev=-8.68 gap_ha=0.34821
C 0.67588 0.67928 1.91905 -1.0895
C -1.19672 2.08334 1.11508 -1.0364
C -1.39279 -0.37800 0.92741 -1.0185
C 0.24903 -0.32635 -2.77905 -0.7283
C -0.67585 0.88345 1.30402 1.0626
N 1.51007 -2.00851 -1.13465 -0.5360
S 1.44283 -0.31585 -1.41064 -0.0332
H 0.60968 0.00605 2.77350 0.3029
H 1.34396 0.23039 1.18820 0.1307
H 1.10691 1.62072 2.24500 0.3463
H 1.36384 -2.21391 -0.15364 0.2569
H -0.67362 2.98205 1.39316 0.2699
H -2.16474 2.22042 0.66183 0.2652
H -1.44848 -1.05075 1.78244 0.3246
H -2.40053 -0.17010 0.57878 0.3362
H -0.85065 -0.89442 0.13679 0.0716
H 0.57622 -1.06358 -3.50688 0.3032
H 0.25714 0.66789 -3.21119 0.2922
H -0.74040 -0.56966 -2.40554 0.2278
H 2.40823 -2.38246 -1.42366 0.2517


w is preferred energetically. Next in line: 38.8 kJ/mol higher.